Here is a single C2H4OS molecule from the Open Molecules 2025 dataset. Energies are from ωB97M-V with the def2-TZVPD basis set.

Structure (XYZ):
```
8
Properties=species:S:1:pos:R:3:nbo_charge:R:1
S 1.9045 0.3699 -0.0411 -0.034
C 0.2881 -0.1132 0.6150 -0.070
C -0.9804 0.2088 -0.0327 -0.112
O -0.4629 -1.0926 -0.2809 -0.500
H 1.6626 0.0907 -1.3437 0.144
H 0.3967 -0.3029 1.6003 0.199
H -1.8428 0.1424 0.4878 0.184
H -0.9658 0.6970 -1.0046 0.189
```

Properties
- Highest occupied orbital energy: -9.32 eV
- Total energy: -15019.4055 eV
- Structure (SMILES): S[C@H]1CO1
- LUMO level: 1.0 eV
- Relative energy (zero: lowest compared OMol25 entry of this formula, charge and spin): 198.77 kJ/mol


Here is a molecular structure, C29H26Cl5N5O3Tl from the Open Molecules 2025 dataset. Energies are from ωB97M-V with the def2-TZVPD basis set.

Structure (XYZ):
```
69
Properties=species:S:1:pos:R:3:lowdin_charge:R:1
Tl 0.1230 0.2803 1.2645 0.905
C -6.5154 2.5054 0.0164 -0.234
O -6.8625 2.1995 1.1927 -0.131
C -2.6339 2.5117 -0.7632 -0.176
C -3.7572 3.1562 -1.4569 -0.236
C -4.0599 3.3410 -2.7374 -0.030
C -2.9608 2.8269 -3.5299 -0.023
C -1.8935 2.1514 -3.0347 0.016
C -1.6559 1.8786 -1.6251 -0.230
N -0.6766 1.1212 -1.1766 -0.066
N 0.2441 0.8729 -2.1584 0.086
C 0.8191 -0.2621 -2.3311 -0.127
C 0.5211 -1.5216 -1.5735 -0.326
O -0.0049 -1.5026 -0.4510 -0.190
C 0.8743 -2.7686 -2.2038 -0.003
C 1.6372 -2.7921 -3.3153 0.035
C 2.1474 -1.6010 -3.9550 -0.172
C 2.9944 -1.6996 -5.0587 -0.001
C 3.4832 -0.5565 -5.6652 -0.038
C 3.1214 0.6905 -5.1715 -0.035
C 2.2694 0.8006 -4.0814 -0.008
C 1.7749 -0.3411 -3.4638 -0.105
H -4.7916 3.0617 1.7881 0.047
H -6.1794 1.7421 -0.6942 0.116
H -7.0006 3.3900 -0.4067 0.127
H -5.0591 4.6003 0.7460 0.077
H -4.9407 3.7803 -3.1748 0.124
H -3.0106 2.9688 -4.6037 0.129
H -1.1545 1.7771 -3.7285 0.115
H 0.5314 -3.6758 -1.7241 0.120
H 1.9134 -3.7461 -3.7513 0.134
H 3.2640 -2.6771 -5.4388 0.125
H 4.1420 -0.6343 -6.5188 0.121
H 3.5056 1.5865 -5.6400 0.119
H 1.9911 1.7748 -3.7046 0.114
Cl -4.5511 3.4118 0.3481 1.008
C -2.5472 3.2887 0.4118 -0.121
C -1.8858 3.9364 1.3750 -0.213
C -0.4209 4.0523 1.5342 -0.664
Cl 0.7529 3.4549 0.4520 0.713
C -0.1514 4.8152 2.6102 -0.723
Cl 1.3692 5.2661 3.1866 0.792
C -1.4078 5.2750 3.1959 -0.727
Cl -1.5051 6.3037 4.5275 0.803
C -2.4274 4.7819 2.4704 -0.614
Cl -4.0750 5.1773 2.8014 0.757
O -7.0644 0.2337 2.5264 0.316
N -6.6173 0.4326 1.5555 0.260
C 2.0127 -4.9683 2.9549 -0.046
C 1.1746 -3.7216 2.5821 -0.129
N 2.0297 -2.5397 2.4661 -0.174
C 3.1070 -2.8146 1.5129 -0.129
C 4.0491 -3.9171 2.0535 -0.045
N 3.3987 -4.4875 3.2829 -0.087
C 3.3424 -3.4452 4.3647 -0.046
C 2.6044 -2.2199 3.7750 -0.131
H 2.1078 -5.6775 2.1346 0.140
H 1.6309 -5.4933 3.8281 0.141
H 0.4197 -3.5306 3.3438 0.133
H 0.6623 -3.8836 1.6349 0.125
H 3.6738 -1.9018 1.3349 0.133
H 2.6599 -3.1207 0.5672 0.123
H 5.0223 -3.5343 2.3552 0.141
H 4.1971 -4.7337 1.3499 0.141
H 3.9526 -5.2765 3.6141 0.197
H 4.3655 -3.2232 4.6609 0.142
H 2.8220 -3.8899 5.2109 0.141
H 3.2902 -1.3816 3.6590 0.133
H 1.8088 -1.9085 4.4500 0.130
```

Properties
- Charge: +3
- Highest occupied orbital energy: -14.31 eV
- Total energy: -111352.9236 eV
- LUMO level: -9.5 eV
- Relative energy (zero: lowest compared OMol25 entry of this formula, charge and spin): 778.41 kJ/mol


Here is a single C2H2F2O2 molecule from the Open Molecules 2025 dataset. Energies are from ωB97M-V with the def2-TZVPD basis set.

Structure (XYZ):
```
8
Properties=species:S:1:pos:R:3:lowdin_spin:R:1
C 0.1035 0.6295 -0.2061 0.677
C -0.0836 -0.5374 0.4133 0.728
O 1.2301 1.3734 -0.1424 0.152
O -1.3359 -1.3621 0.3892 0.148
F -0.9374 1.2695 -0.8485 0.125
F 1.0475 -1.1225 0.9164 0.132
H 1.7006 1.5822 -0.9952 0.032
H -0.8738 -2.1903 0.3430 0.007
```

Properties
- Expectation value of S²: 2.01
- Highest occupied orbital energy (alpha / beta): -5.08 / -12.66 eV
- Total energy: -11629.9098 eV
- LUMO level (alpha / beta): 0.5 / -1.8 eV
- 2S+1: 3
- Relative energy (zero: lowest compared OMol25 entry of this formula, charge and spin): 192.78 kJ/mol


Here is a molecular structure, C40H87Cl2N3NbO4 from the Open Molecules 2025 dataset. Energies are from ωB97M-V with the def2-TZVPD basis set.

Structure (XYZ):
```
137
Properties=species:S:1:pos:R:3:lowdin_charge:R:1
C -5.3181 -2.6624 -2.5175 -0.066
C -4.7221 -1.4939 -2.6914 -0.341
C -3.2645 -1.3818 -3.0481 -0.384
Nb -2.9553 0.4728 -4.3380 1.527
C -1.4917 -0.6227 -5.7334 -0.361
C -2.0909 -1.7817 -6.5635 -0.396
N -1.9029 -3.1093 -5.9200 -0.014
C -2.6919 2.4777 -5.3918 -0.385
C -2.7937 3.6970 -4.4184 -0.306
C -1.4628 4.4728 -4.3197 -0.227
C -1.0452 4.7724 -2.8707 -0.199
C 0.4701 5.0640 -2.7794 -0.216
C 0.8070 6.5456 -2.6042 -0.200
C 0.7168 7.0778 -1.1629 -0.209
C 1.0777 6.0668 -0.0719 -0.211
C 2.5955 5.8025 0.0210 -0.185
C 2.9607 4.3017 0.0766 -0.210
C 3.3263 3.8349 1.4851 -0.205
C 3.8261 2.3750 1.4106 -0.207
C 4.7725 2.0182 2.5697 -0.205
C 3.9349 1.4320 3.7411 -0.205
C 3.7947 -0.0923 3.5458 -0.202
C 2.4037 -0.5666 3.9999 -0.203
C 2.3436 -0.5833 5.5356 -0.214
C 0.8818 -0.7106 6.0162 -0.212
C 0.2341 0.6559 6.3403 -0.249
C -0.3622 1.3341 5.0892 -0.099
C -1.2563 1.1221 -2.9303 -0.748
Cl 0.3750 1.4507 -3.5846 0.576
C -1.3476 1.2877 -1.6274 -0.882
C -0.1901 1.6742 -0.7410 -0.175
Cl -2.8573 1.0709 -0.7825 0.635
H -5.0119 -3.5395 -3.0786 0.035
H -6.0969 -2.8051 -1.7783 0.030
H -5.3280 -0.6093 -2.5527 0.041
H -2.7384 -1.3449 -2.0943 0.013
H -2.9205 -2.2956 -3.5384 0.026
H -4.2933 1.2885 -3.3792 -0.100
H -4.2504 -0.0215 -5.5422 -0.103
H -0.6962 -1.0227 -5.1023 0.019
H -1.0677 0.1023 -6.4330 0.019
H -3.1424 -1.6053 -6.7655 0.043
H -1.6199 -1.8304 -7.5526 0.081
H -2.7969 -3.5401 -5.7211 0.041
H -1.4588 -3.6989 -6.6113 0.026
H -3.4602 2.5391 -6.1638 0.014
H -1.7316 2.4581 -5.9155 0.015
H -3.5411 4.3573 -4.8605 0.085
H -3.1409 3.3506 -3.4506 0.044
H -1.5327 5.4405 -4.8158 0.104
H -0.7018 3.8610 -4.7901 0.061
H -1.3492 3.9477 -2.2290 0.081
H -1.5940 5.6589 -2.5396 0.109
H 0.8855 4.7632 -3.7397 0.096
H 0.9373 4.4132 -2.0452 0.064
H 1.7670 6.7387 -3.0826 0.100
H 0.0704 7.0995 -3.1902 0.103
H -0.2473 7.5232 -0.9224 0.101
H 1.4434 7.8905 -1.0803 0.100
H 0.7721 6.5086 0.8784 0.102
H 0.5073 5.1476 -0.1611 0.092
H 2.9812 6.2358 0.9432 0.098
H 3.1124 6.3056 -0.7935 0.102
H 3.8737 4.1878 -0.5096 0.108
H 2.1944 3.6759 -0.3773 0.090
H 2.4668 3.8731 2.1522 0.115
H 4.1564 4.4521 1.8248 0.105
H 2.9372 1.7555 1.5389 0.105
H 4.2687 2.1638 0.4409 0.108
H 5.5401 1.3057 2.2739 0.100
H 5.2709 2.9160 2.9430 0.096
H 4.3642 1.6963 4.7052 0.101
H 2.9547 1.9006 3.6621 0.092
H 4.0066 -0.3685 2.5152 0.106
H 4.5251 -0.5900 4.1889 0.107
H 1.6569 0.1495 3.6717 0.090
H 2.1630 -1.5741 3.6621 0.114
H 2.7011 0.3749 5.9175 0.084
H 2.9817 -1.3542 5.9674 0.106
H 0.2688 -1.1942 5.2581 0.101
H 0.8549 -1.3175 6.9209 0.092
H -0.5160 0.5156 7.1142 0.094
H 1.0240 1.2895 6.7411 0.086
H 0.4023 1.9330 4.6017 0.058
H -1.2162 1.9383 5.3791 0.065
H -0.6731 0.5754 4.3741 0.068
H 0.0901 2.7076 -0.9492 0.035
H 0.6788 1.0487 -0.9128 0.057
H -0.5161 1.5975 0.2932 0.051
C 0.6954 0.6951 12.5630 -0.117
O 1.8136 -0.1575 12.4011 -0.196
C 1.7886 -0.9180 11.1968 -0.215
C 2.8800 -0.4666 10.2487 -0.213
N 2.5977 0.8586 9.7108 -0.044
C 3.7072 1.4567 8.9728 -0.201
C 4.9845 1.7830 9.7428 -0.225
O 4.8379 2.8131 10.7045 -0.177
C 4.3788 2.3933 11.9765 -0.102
H 0.7452 1.1169 13.5660 0.087
H 0.7099 1.5190 11.8419 0.079
H -0.2422 0.1408 12.4636 0.087
H 0.8069 -0.8794 10.7165 0.121
H 1.9822 -1.9581 11.4755 0.121
H 2.9538 -1.1784 9.4207 0.121
H 3.8286 -0.4869 10.8021 0.105
H 2.3517 1.4755 10.4743 0.069
H 3.3309 2.3905 8.5466 0.120
H 3.9579 0.8048 8.1295 0.110
H 5.7090 2.1607 9.0160 0.121
H 5.4415 0.8942 10.1941 0.111
H 4.7114 1.3815 12.2209 0.088
H 3.2887 2.4500 12.0408 0.071
H 4.7848 3.0806 12.7198 0.086
C -5.6547 -8.2011 -10.4924 -0.117
O -5.0043 -8.9924 -9.5159 -0.195
C -3.7652 -9.5423 -9.9490 -0.221
C -2.6036 -8.9172 -9.2034 -0.219
N -2.4069 -7.5280 -9.5986 -0.053
C -1.4602 -6.7933 -8.7609 -0.197
C -1.8249 -6.5722 -7.2946 -0.226
O -2.9346 -5.7184 -7.0964 -0.197
C -4.2013 -6.3495 -7.1414 -0.089
H -6.6430 -7.9515 -10.1091 0.088
H -5.1133 -7.2683 -10.6803 0.080
H -5.7725 -8.7500 -11.4317 0.085
H -3.6379 -9.4458 -11.0311 0.120
H -3.7934 -10.6102 -9.7108 0.119
H -1.6917 -9.4816 -9.4213 0.122
H -2.8129 -9.0083 -8.1293 0.106
H -3.2982 -7.0498 -9.5668 0.069
H -1.3339 -5.8090 -9.2188 0.120
H -0.4866 -7.2915 -8.8123 0.117
H -0.9764 -6.0646 -6.8262 0.119
H -1.9562 -7.5128 -6.7459 0.112
H -4.1614 -7.3808 -6.7814 0.089
H -4.6184 -6.3242 -8.1523 0.072
H -4.8763 -5.7831 -6.4989 0.091
```

Properties
- Charge: -1
- Highest occupied orbital energy: -4.16 eV
- Total energy: -82136.9946 eV
- LUMO level: 1.8 eV
- Relative energy (zero: lowest compared OMol25 entry of this formula, charge and spin): 227.67 kJ/mol